# C14H25Cl3O2Os

C14H25Cl3O2Os as an isolated structure in a non-equilibrium geometry (ωB97M-V with the def2-TZVPD basis set, the OMol25 dataset).

Energy relative to the best compared isomer or geometry (same formula, charge and spin): 0.0 kcal per mole
Total charge: -2
Multiplicity: 5
LUMO (alpha / beta): 0.185 / 0.183 hartree
Expectation value of S²: 6.050
Electronic energy: -59052.752 eV

Element x y z (Å)
C (1.533, -0.909, -2.462)
C (2.274, -1.193, -1.261)
C (2.445, 0.074, -0.537)
C (2.974, -2.463, -0.963)
C (1.558, 1.018, -1.162)
C (1.137, 0.473, -2.479)
C (0.505, 1.147, -3.500)
C (1.312, -1.854, -3.567)
C (3.466, 0.343, 0.509)
C (1.325, 2.442, -0.819)
Os (0.586, -0.727, 0.042)
Cl (1.495, -2.192, 1.980)
Cl (-0.327, -2.790, -0.698)
Cl (0.585, 0.758, 1.816)
H (2.481, -3.284, -1.490)
H (2.906, -2.657, 0.113)
H (4.026, -2.382, -1.257)
H (3.504, -0.509, 1.185)
H (3.229, 1.255, 1.059)
H (4.451, 0.469, 0.054)
H (1.015, 2.511, 0.229)
H (0.529, 2.822, -1.466)
H (2.226, 3.055, -0.966)
H (0.225, 2.191, -3.378)
H (-1.810, 0.704, 0.683)
H (0.358, 0.631, -4.443)
H (0.990, -2.827, -3.187)
H (2.243, -1.988, -4.135)
H (0.559, -1.458, -4.251)
O (-1.063, -0.018, -0.629)
H (-1.441, -0.833, -1.025)
C (-3.333, -0.700, 1.871)
C (-2.989, 0.727, 2.305)
C (-4.204, 1.656, 2.340)
C (-2.341, 0.660, 3.687)
O (-2.127, 1.370, 1.369)
H (-4.060, -1.157, 2.557)
H (-2.419, -1.313, 1.862)
H (-3.759, -0.706, 0.859)
H (-4.955, 1.347, 3.073)
H (-3.864, 2.659, 2.611)
H (-4.666, 1.702, 1.347)
H (-1.558, -0.104, 3.738)
H (-1.911, 1.629, 3.959)
H (-3.109, 0.420, 4.427)

Löwdin population analysis, charges in e, atoms 1 to 5:
1. C -0.30
2. C -0.45
3. C -0.47
4. C -0.13
5. C -0.37

# C14H25Cl8Mg2O6

C14H25Cl8Mg2O6 as an isolated structure in a non-equilibrium geometry (ωB97M-V with the def2-TZVPD basis set, the OMol25 dataset).

Energy relative to the best compared isomer or geometry (same formula, charge and spin): 72.1 kcal per mole
Total charge: +1
Multiplicity: 1
LUMO: -0.192 hartree
Electronic energy: -138277.718 eV

Element x y z (Å)
Mg (-1.651, -1.952, 1.852)
Mg (-0.651, -3.261, -1.001)
C (-0.807, -5.858, 2.183)
C (-0.976, -4.303, 2.089)
O (-1.449, -3.546, 2.998)
O (-0.849, -3.693, 0.983)
H (-1.696, -6.219, 2.700)
H (0.127, -6.110, 2.683)
H (-0.682, -6.321, 1.204)
C (1.661, -6.250, -2.277)
C (0.676, -5.100, -1.840)
O (0.934, -3.879, -1.895)
O (-0.447, -5.321, -1.445)
H (1.590, -7.125, -1.631)
H (2.649, -5.808, -2.149)
H (1.474, -6.556, -3.306)
C (0.823, 0.878, -0.088)
C (0.182, -0.484, 0.233)
O (0.027, -1.377, -0.652)
O (-0.255, -0.703, 1.389)
H (1.578, 0.770, -0.867)
H (1.324, 1.271, 0.797)
H (0.158, 1.646, -0.485)
Cl (0.935, 1.014, 4.129)
C (2.730, 1.305, 3.895)
C (3.676, 1.013, 5.031)
Cl (3.909, -0.778, 5.192)
H (2.878, 2.347, 3.612)
H (3.012, 0.782, 2.982)
H (3.205, 1.482, 5.895)
H (4.695, 1.371, 4.882)
Cl (0.687, 4.112, -2.213)
C (2.204, 4.764, -1.561)
C (3.309, 3.629, -1.126)
Cl (3.859, 2.495, -2.398)
H (1.871, 5.253, -0.646)
H (2.531, 5.445, -2.346)
H (2.906, 3.132, -0.244)
H (4.169, 4.124, -0.676)
Cl (-3.763, 4.316, -1.774)
C (-3.910, 4.580, 0.049)
C (-3.377, 3.374, 0.906)
Cl (-1.678, 3.195, 1.006)
H (-4.979, 4.726, 0.204)
H (-3.288, 5.439, 0.299)
H (-3.844, 2.509, 0.434)
H (-3.866, 3.395, 1.880)
Cl (-4.154, 0.585, -2.038)
C (-3.354, 0.315, -3.566)
C (-2.090, 1.292, -3.681)
Cl (-1.079, 0.807, -5.012)
H (-4.083, 0.528, -4.348)
H (-3.067, -0.736, -3.551)
H (-1.374, 1.158, -2.870)
H (-2.409, 2.326, -3.819)

Löwdin population analysis, charges in e, atoms 1 to 5:
1. Mg 1.15
2. Mg 0.97
3. C 0.07
4. C -0.52
5. O -0.03

Repeat the second record exactly.
# C14H25Cl8Mg2O6

C14H25Cl8Mg2O6 as an isolated structure in a non-equilibrium geometry (ωB97M-V with the def2-TZVPD basis set, the OMol25 dataset).

Energy relative to the best compared isomer or geometry (same formula, charge and spin): 72.1 kcal per mole
Total charge: +1
Multiplicity: 1
LUMO: -0.192 hartree
Electronic energy: -138277.718 eV

Element x y z (Å)
Mg (-1.651, -1.952, 1.852)
Mg (-0.651, -3.261, -1.001)
C (-0.807, -5.858, 2.183)
C (-0.976, -4.303, 2.089)
O (-1.449, -3.546, 2.998)
O (-0.849, -3.693, 0.983)
H (-1.696, -6.219, 2.700)
H (0.127, -6.110, 2.683)
H (-0.682, -6.321, 1.204)
C (1.661, -6.250, -2.277)
C (0.676, -5.100, -1.840)
O (0.934, -3.879, -1.895)
O (-0.447, -5.321, -1.445)
H (1.590, -7.125, -1.631)
H (2.649, -5.808, -2.149)
H (1.474, -6.556, -3.306)
C (0.823, 0.878, -0.088)
C (0.182, -0.484, 0.233)
O (0.027, -1.377, -0.652)
O (-0.255, -0.703, 1.389)
H (1.578, 0.770, -0.867)
H (1.324, 1.271, 0.797)
H (0.158, 1.646, -0.485)
Cl (0.935, 1.014, 4.129)
C (2.730, 1.305, 3.895)
C (3.676, 1.013, 5.031)
Cl (3.909, -0.778, 5.192)
H (2.878, 2.347, 3.612)
H (3.012, 0.782, 2.982)
H (3.205, 1.482, 5.895)
H (4.695, 1.371, 4.882)
Cl (0.687, 4.112, -2.213)
C (2.204, 4.764, -1.561)
C (3.309, 3.629, -1.126)
Cl (3.859, 2.495, -2.398)
H (1.871, 5.253, -0.646)
H (2.531, 5.445, -2.346)
H (2.906, 3.132, -0.244)
H (4.169, 4.124, -0.676)
Cl (-3.763, 4.316, -1.774)
C (-3.910, 4.580, 0.049)
C (-3.377, 3.374, 0.906)
Cl (-1.678, 3.195, 1.006)
H (-4.979, 4.726, 0.204)
H (-3.288, 5.439, 0.299)
H (-3.844, 2.509, 0.434)
H (-3.866, 3.395, 1.880)
Cl (-4.154, 0.585, -2.038)
C (-3.354, 0.315, -3.566)
C (-2.090, 1.292, -3.681)
Cl (-1.079, 0.807, -5.012)
H (-4.083, 0.528, -4.348)
H (-3.067, -0.736, -3.551)
H (-1.374, 1.158, -2.870)
H (-2.409, 2.326, -3.819)

Löwdin population analysis, charges in e, atoms 1 to 5:
1. Mg 1.15
2. Mg 0.97
3. C 0.07
4. C -0.52
5. O -0.03